No. 1
{"formula": "C2H7N3O", "method": "ωB97M-V/def2-TZVPD", "symbols": ["H", "C", "H", "H", "N", "N", "H", "C", "H", "O", "N", "H", "H"], "coordinates": [[0.68, 1.28, 1.38], [-0.39, -0.52, -0.24], [0.22, 1.45, -1.60], [1.85, -0.54, -0.36], [0.22, 0.48, 1.87], [-1.44, -0.90, -0.87], [0.73, -0.91, -1.97], [1.00, -0.27, -0.93], [-1.39, -0.19, 1.54], [0.99, 1.07, -1.05], [-0.54, -0.11, 0.99], [0.92, -0.21, 2.60], [-2.19, -0.93, -0.06]], "gap_ev": 9.287, "energy_ha": -319.77193, "lumo_ev": 0.796, "smiles": "[H]/N=C(/CO)NN"}



No. 2
{"formula": "C2H7N3O", "method": "ωB97M-V/def2-TZVPD", "symbols": ["H", "O", "C", "H", "C", "H", "N", "H", "H", "N", "H", "N", "H"], "coordinates": [[1.07, -1.23, -1.68], [-0.80, 0.45, 1.06], [1.29, -0.40, 0.20], [2.36, -0.38, 0.37], [0.76, 0.90, -0.12], [0.52, -0.47, 1.12], [0.83, -1.45, -0.71], [-2.53, 0.46, 0.10], [0.08, 2.70, -0.48], [0.78, 1.99, -0.65], [-0.18, -1.51, -0.64], [-1.85, -0.26, 0.36], [-2.32, -0.80, 1.09]], "gap_ev": 9.012, "energy_ha": -319.73303, "lumo_ev": 0.880}



No. 3
{"formula": "C2H7N3O", "method": "ωB97M-V/def2-TZVPD", "symbols": ["H", "N", "N", "N", "H", "H", "H", "C", "H", "O", "C", "H", "H"], "coordinates": [[-2.44, 0.79, -0.05], [-0.04, 0.80, 1.06], [1.57, 0.11, -0.86], [-0.60, -0.04, 0.37], [-2.50, 0.01, 1.65], [1.28, 0.70, -1.61], [1.01, 0.84, 0.65], [2.15, -0.93, -1.26], [2.22, -1.15, -2.33], [-0.39, 1.49, 1.99], [-2.05, -0.03, 0.59], [-2.50, -0.97, 0.27], [2.29, -1.60, -0.48]], "gap_ev": 10.388, "energy_ha": -319.75701, "lumo_ev": 0.899, "smiles": "C/N=[NH+]\\[O-].C=N"}



No. 4
{"formula": "C2H7N3O", "method": "ωB97M-V/def2-TZVPD", "symbols": ["C", "N", "H", "H", "O", "H", "H", "N", "C", "H", "H", "H", "N"], "coordinates": [[1.53, -0.23, -0.60], [0.22, -0.76, -0.85], [-1.50, 0.45, 1.35], [2.21, -0.44, -1.46], [0.29, 1.13, 2.19], [1.83, -0.85, 0.29], [-0.28, 1.06, -0.82], [-1.84, 0.02, -1.43], [-0.58, 0.33, 2.01], [1.38, 0.81, -0.22], [-0.48, -0.69, 2.29], [-2.14, -0.94, -1.68], [-0.65, 0.11, -1.06]], "gap_ev": 9.556, "energy_ha": -319.76546, "lumo_ev": 0.708}



No. 5
{"formula": "C2H7N3O2", "method": "ωB97M-V/def2-TZVPD", "symbols": ["H", "H", "H", "H", "H", "H", "O", "N", "H", "N", "N", "O", "C", "C"], "coordinates": [[-0.75, 1.55, 0.32], [-2.11, 1.73, -0.44], [-0.77, 0.95, -1.45], [-0.89, -0.70, 1.82], [2.72, 0.24, 1.95], [2.59, -1.36, -1.65], [-2.09, -1.09, -0.80], [3.16, -0.87, -1.00], [-3.07, -0.74, -0.81], [2.69, 0.44, 0.96], [-1.30, -0.32, 0.05], [-1.73, -0.48, 1.42], [2.80, -0.36, 0.05], [-1.26, 1.02, -0.41]], "gap_ev": 10.085, "energy_ha": -394.99195, "lumo_ev": 0.632, "smiles": "CN(O)O.N=C=N"}



No. 6
{"formula": "C2H7N3O2", "method": "ωB97M-V/def2-TZVPD", "symbols": ["H", "H", "H", "O", "C", "O", "H", "N", "N", "H", "H", "H", "C", "N"], "coordinates": [[-1.04, 2.44, 1.41], [1.38, -1.90, -1.18], [-1.64, 0.70, 2.71], [0.00, -0.22, -2.38], [-0.94, 1.01, 1.89], [-1.24, 0.06, 0.99], [-1.64, 0.76, -0.75], [1.73, -0.63, 0.78], [1.13, -0.87, -0.45], [2.45, 0.30, 0.81], [0.76, -0.43, 1.47], [0.29, 0.91, 2.42], [0.13, -0.12, -1.14], [-0.83, 0.52, -0.37]], "gap_ev": 9.900, "energy_ha": -394.88504, "lumo_ev": 0.542}



No. 7
{"formula": "C2H7N3O2", "method": "ωB97M-V/def2-TZVPD", "symbols": ["H", "C", "H", "H", "H", "O", "H", "N", "H", "H", "O", "C", "N", "N"], "coordinates": [[-0.66, -0.03, 1.37], [-0.67, -0.97, 0.73], [1.50, -1.06, -1.24], [-1.96, -0.29, -0.78], [-2.78, -1.07, 0.57], [1.74, -0.14, -1.07], [2.42, 1.51, 0.31], [0.50, 0.53, -0.95], [-1.90, -2.06, -0.63], [1.45, 2.87, 0.87], [0.24, -1.76, 0.81], [-1.91, -1.12, -0.08], [0.48, 1.54, -0.23], [1.56, 2.05, 0.30]], "gap_ev": 10.459, "energy_ha": -395.04044, "lumo_ev": 0.933, "smiles": "N/N=N\\O.CC=O"}



No. 8
{"formula": "C2H7N3O2", "method": "ωB97M-V/def2-TZVPD", "symbols": ["H", "N", "O", "H", "H", "H", "H", "C", "H", "O", "N", "N", "H", "C"], "coordinates": [[0.66, -1.52, 0.56], [1.43, -0.81, 0.86], [-3.37, 0.50, -0.30], [-1.34, 1.47, -1.18], [2.34, -1.12, -0.82], [1.06, -0.20, 1.61], [-0.10, 0.42, -0.10], [-1.06, 0.72, -0.52], [-3.89, -0.15, 0.17], [-1.98, -0.95, 0.67], [-2.02, 0.00, 0.00], [2.67, 0.88, -0.11], [3.43, 1.04, -0.68], [2.17, -0.28, -0.16]], "gap_ev": 10.236, "energy_ha": -394.99717, "lumo_ev": 0.802, "smiles": "C=[N+]([O-])O.[H]/N=C/N"}



No. 9
{"formula": "C2H7N3S", "method": "ωB97M-V/def2-TZVPD", "symbols": ["N", "H", "H", "C", "H", "S", "H", "N", "C", "H", "H", "N", "H"], "coordinates": [[-1.29, 2.34, 0.42], [0.23, -2.32, -1.78], [-0.77, -2.25, -0.23], [1.36, 0.02, -0.12], [2.29, -0.26, 0.37], [-1.30, 0.46, 2.13], [-0.75, 2.47, -0.40], [0.44, -0.59, -0.66], [0.23, -2.08, -0.72], [0.99, -2.70, -0.25], [1.47, 1.10, -0.42], [-0.57, 1.48, 1.21], [-2.32, 2.32, 0.45]], "gap_ev": [8.063, 8.063], "energy_ha": -642.72854, "lumo_ev": [-0.329, -0.329], "smiles": "C=NC.NN=S"}



No. 10
{"formula": "C2H7N3S", "method": "ωB97M-V/def2-TZVPD", "symbols": ["H", "C", "S", "H", "H", "C", "H", "N", "H", "N", "H", "N", "H"], "coordinates": [[-2.61, 0.79, 0.28], [-2.28, -0.26, -0.26], [3.41, -0.16, -0.23], [3.91, 0.12, 1.06], [1.34, 1.92, -0.20], [0.93, 0.86, -0.12], [-0.76, -0.93, 0.91], [-0.41, 0.85, -0.02], [-2.74, -0.21, -1.37], [1.75, -0.26, -0.11], [-2.82, -1.14, 0.15], [-0.92, -0.45, -0.01], [1.20, -1.14, -0.09]], "gap_ev": 9.007, "energy_ha": -642.75553, "lumo_ev": 0.714, "smiles": "CN/N=C\\NS"}



No. 11
{"formula": "C2H7N3S", "method": "ωB97M-V/def2-TZVPD", "symbols": ["C", "H", "H", "N", "H", "S", "H", "H", "C", "N", "N", "H", "H"], "coordinates": [[0.84, -0.57, 2.09], [1.29, -1.23, 2.83], [-1.43, -1.29, -0.15], [-0.74, 1.17, -2.03], [-1.72, 1.29, -2.33], [0.97, -1.38, 0.42], [-0.19, -0.31, 2.34], [-0.22, 1.97, -1.74], [-0.63, 0.17, -1.11], [-1.65, -0.57, -0.84], [0.66, -0.02, -0.54], [1.49, 0.39, -0.97], [1.33, 0.38, 2.02]], "gap_ev": 9.727, "energy_ha": -642.85177, "lumo_ev": 0.784, "smiles": "[H]/N=C(/N)NSC"}



No. 12
{"formula": "C2H7N3S2", "method": "ωB97M-V/def2-TZVPD", "symbols": ["H", "H", "H", "C", "N", "S", "C", "S", "N", "N", "H", "H", "H", "H"], "coordinates": [[2.47, -0.05, -0.46], [-0.46, -1.70, -0.46], [0.75, 2.52, -0.85], [-0.15, 0.25, 0.20], [0.19, -1.05, 0.11], [-2.56, -0.44, -0.04], [0.76, 1.33, 0.55], [1.99, -1.38, -0.04], [1.54, 1.96, -0.51], [-1.34, 0.84, -0.13], [-3.44, 0.50, -0.26], [1.99, 2.81, 0.10], [1.51, 1.16, 1.37], [0.04, 2.10, 1.08]], "gap_ev": 8.351, "energy_ha": -1040.92743, "lumo_ev": 0.271, "smiles": "NC/C(=N/S)NS"}



No. 13
{"formula": "C2H7N4", "method": "ωB97M-V/def2-TZVPD", "symbols": ["N", "C", "H", "H", "H", "N", "N", "H", "H", "N", "H", "C", "H"], "coordinates": [[-1.94, 1.10, -1.86], [-0.98, 1.21, -0.89], [-0.81, 2.12, -0.34], [-0.55, -0.73, -0.94], [2.55, -1.30, 2.77], [1.93, -0.65, 2.28], [-0.35, 0.14, -0.48], [1.21, -2.11, 0.98], [-2.72, 1.59, -2.15], [0.62, 0.37, 0.44], [2.10, 0.39, 2.41], [1.24, -1.03, 1.22], [-1.94, 0.20, -2.31]], "gap_ev": [5.590, 9.643], "energy_ha": -298.99002, "lumo_ev": [-4.161, -5.650], "charge": 1, "multiplicity": 3, "s_squared": 2.017}



No. 14
{"formula": "C2H7N4O", "method": "ωB97M-V/def2-TZVPD", "symbols": ["H", "H", "O", "N", "N", "H", "N", "H", "C", "C", "H", "N", "H", "H"], "coordinates": [[-2.49, 0.00, -1.10], [-1.43, 1.61, -2.10], [-0.30, -2.18, 1.34], [-0.58, 0.27, -0.66], [1.63, -1.04, 1.86], [2.12, -0.16, 1.71], [-0.71, 1.43, -1.35], [-1.75, -1.41, -0.20], [0.52, -1.36, 1.19], [0.51, -0.09, -0.14], [0.24, 1.83, -1.51], [-1.71, -0.40, -0.55], [1.43, 0.47, -0.07], [1.76, -1.44, 2.76]], "gap_ev": 10.306, "energy_ha": -374.31295, "lumo_ev": -4.121, "smiles": "NC(=O)C=[N+](N)N", "charge": 1}



No. 15
{"formula": "C2H7N4O", "method": "ωB97M-V/def2-TZVPD", "symbols": ["H", "H", "H", "C", "C", "N", "N", "O", "H", "H", "H", "N", "H", "N"], "coordinates": [[-1.87, -1.67, -0.91], [1.31, 1.60, 1.07], [-2.03, 2.00, -0.34], [-0.20, 1.11, -0.17], [1.21, 1.25, 0.06], [-1.49, -1.00, -0.22], [-1.07, 2.00, -0.27], [1.97, 0.22, -0.38], [1.54, -1.34, 0.78], [1.57, 2.19, -0.35], [-2.13, -1.27, 0.58], [1.22, -0.97, -0.20], [1.32, -1.63, -0.94], [-0.55, -0.27, -0.45]], "gap_ev": 9.645, "energy_ha": -374.20379, "lumo_ev": -4.615, "charge": 1}



No. 16
{"formula": "C2H7N4OS", "method": "ωB97M-V/def2-TZVPD", "symbols": ["S", "H", "H", "O", "N", "C", "H", "H", "N", "C", "H", "N", "H", "H", "N"], "coordinates": [[-2.54, 0.98, -0.15], [-1.37, -1.49, 1.04], [-0.96, -2.64, -0.06], [1.96, 1.96, 0.51], [2.01, -0.05, -0.80], [1.56, 0.84, 0.06], [2.62, 2.27, -0.11], [1.36, -1.99, -1.38], [0.32, -0.96, 0.17], [1.28, -1.12, -0.72], [-2.15, 2.19, -0.63], [-0.60, -1.93, 0.55], [-3.85, 1.05, -0.54], [-0.17, 0.62, 1.35], [0.53, 0.28, 0.71]], "gap_ev": 10.176, "energy_ha": -772.53849, "lumo_ev": -3.482, "charge": 1}



No. 17
{"formula": "C2H7N5", "method": "ωB97M-V/def2-TZVPD", "symbols": ["H", "N", "H", "C", "H", "N", "H", "H", "C", "H", "N", "H", "N", "N"], "coordinates": [[2.30, 0.94, 0.32], [1.44, 1.39, 0.05], [2.50, -0.68, -0.73], [-1.98, 0.43, -0.08], [-2.93, 0.90, -0.08], [-0.78, 1.14, -0.06], [1.89, -1.96, 0.35], [-1.28, -1.51, 0.17], [-2.16, -0.87, 0.09], [-3.21, -1.13, 0.25], [0.35, 0.61, -0.01], [1.30, 2.37, -0.18], [1.97, -0.98, 0.11], [0.60, -0.64, -0.19]], "gap_ev": [6.393, 7.320], "energy_ha": -353.89873, "lumo_ev": [1.067, -1.383], "multiplicity": 3, "s_squared": 2.025}



No. 18
{"formula": "C2H7N5S", "method": "ωB97M-V/def2-TZVPD", "symbols": ["H", "C", "C", "H", "H", "S", "N", "N", "N", "H", "H", "N", "N", "H", "H"], "coordinates": [[-3.10, -1.03, 1.26], [-0.44, 0.10, -0.08], [2.61, -1.30, -0.05], [-0.69, -1.93, -0.26], [3.07, -2.29, 0.06], [-2.88, -1.09, -0.10], [-1.05, 1.32, 0.00], [-1.21, -1.05, -0.21], [0.86, 0.06, -0.03], [0.47, 2.27, -0.71], [-1.98, 1.42, -0.39], [-0.34, 2.50, -0.12], [1.34, -1.24, -0.03], [3.26, -0.41, -0.13], [0.08, 2.69, 0.80]], "gap_ev": 9.249, "energy_ha": -752.29507, "lumo_ev": 0.741, "smiles": "C=N/N=C(/NN)NS"}



No. 19
{"formula": "C2H7N5S", "method": "ωB97M-V/def2-TZVPD", "symbols": ["H", "C", "N", "H", "H", "N", "H", "S", "H", "H", "N", "H", "C", "N", "N"], "coordinates": [[0.40, -1.92, -1.13], [-1.10, 1.22, -0.71], [1.91, 0.29, 1.37], [1.58, 0.32, 2.34], [-2.13, -0.07, 0.58], [0.20, -1.80, -0.10], [-1.87, 1.89, -0.42], [0.89, 3.02, 0.19], [2.43, 1.12, 1.07], [-1.03, 1.03, -1.72], [0.67, 0.48, 0.51], [1.02, -2.11, 0.44], [0.16, 1.62, 0.00], [-0.29, -0.63, 0.49], [-1.40, -0.13, -0.10]], "gap_ev": 9.086, "energy_ha": -752.22433, "lumo_ev": 0.754, "smiles": "NN1NCC(=S)N1N"}



No. 20
{"formula": "C2H7NO", "method": "ωB97M-V/def2-TZVPD", "symbols": ["H", "H", "C", "H", "N", "O", "H", "C", "H", "H", "H"], "coordinates": [[0.90, -1.53, -0.14], [1.20, -1.93, -1.84], [1.55, -1.40, -0.95], [-2.79, 0.93, 2.57], [-2.93, 1.60, 1.82], [1.64, 0.92, -0.37], [2.47, 0.21, -2.08], [1.89, 0.05, -1.15], [2.52, -1.81, -0.61], [-3.93, 1.75, 1.76], [-2.53, 1.21, 0.98]], "gap_ev": 10.795, "energy_ha": -210.37319, "lumo_ev": 0.942, "smiles": "CC=O.N"}